DFT (wB97M-V/def2-TZVPD) results for a cluster of 2 separate species, C7H15N in total in a non-equilibrium geometry.

Its spin multiplicity is 1. For the highest occupied orbital energy, the calculation gives -6.4 eV. As for the total charge: 0. As for the frontier orbital gap: 3.88 eV. The calculation puts the energy relative to the best compared isomer or geometry (same formula, charge and spin) at 706.6 kJ/mol.

```
23
C7H15N | the Open Molecules 2025 dataset | wB97M-V/def2-TZVPD
C -2.7510 -0.4307 0.6083
C -1.3816 -0.8509 0.1527
C -0.3112 0.1048 0.7683
C 1.0901 -0.1078 0.3488
C 1.9995 -0.7478 1.2120
N 3.2005 -1.2758 1.0022
C 1.4175 0.1403 -1.1030
C 1.0481 1.4484 -1.8049
H -2.5959 0.7501 0.8547
H -2.9577 -0.8691 1.5880
H -3.5256 -0.4571 -0.1504
H -1.1730 -1.8603 0.5443
H -1.4095 -0.9361 -0.9402
H -0.4712 0.0014 1.8501
H -0.5644 1.1529 0.5301
H 1.7447 -0.7196 2.2746
H -2.7156 1.7196 1.0122
H 3.0847 -1.6616 0.0542
H 2.4732 -0.1343 -1.2464
H 0.9478 -0.7527 -1.5737
H 0.0308 1.7893 -1.5561
H 1.6824 2.3066 -1.5320
H 1.1373 1.3904 -2.8936
```